No. 1
The following is a DFT calculation (ωB97M-V with the def2-TZVPD basis set) of a cluster of 7 separate species, C18H48N6O10S in total at a distorted geometry.

Properties
Lowest unoccupied orbital energy = -9.89 eV
Frontier orbital gap = 10.4 eV
Total energy = -59658.315 eV
Net charge = +4
Energy above the lowest of the compared OMol25 structures with the same formula, charge and spin = 0.0 kcal per mole
2S+1 = 1

Last columns: bonded neighbours and bond lengths (Å).
CARTESIAN COORDINATES (ANGSTROEM)
1 H 3.86 -0.51 -1.26  C69 1.087
2 H -1.87 1.94 3.07  C51 1.089
3 H -2.57 -1.11 -1.90  C40 1.093
4 H 1.14 -0.77 5.07  C53 1.090
5 H -0.80 2.93 4.02  C51 1.087
6 H 0.48 5.71 0.58  C33 1.091
7 O 0.85 -0.61 0.43  S16 1.495
8 H 1.05 -4.19 -0.66  C75 1.090
9 H 3.89 2.81 0.91  C28 1.083
10 O -1.26 -0.29 4.00  C61 1.181
11 H -0.06 -3.88 -1.99  C75 1.090
12 H -1.87 3.93 1.50  N83 1.022
13 H -4.84 1.53 1.56  C32 1.089
14 H -2.86 2.76 -4.17  C52 1.095
15 H 4.00 -2.14 -0.56  C69 1.086
16 S -0.17 0.39 -0.01  O7 1.495, O30 1.480, O45 1.493, O64 1.479
17 C -1.98 -2.64 2.69  H37 1.084, N44 1.508, H46 1.084, H48 1.084
18 H -4.03 1.42 -0.61  N82 1.022
19 H 1.53 -7.15 -1.97  C35 1.087
20 H -4.75 -0.22 1.78  C32 1.083
21 H 1.75 -1.49 3.56  C53 1.091
22 N 2.85 -5.52 -2.15  C35 1.521, H55 1.029, H67 1.021, C80 1.531
23 C 4.12 0.73 1.24  C28 1.488, N70 1.524, O79 1.178
24 H -0.42 1.85 -2.27  N71 1.057
25 H -2.47 3.53 3.70  C51 1.082
26 H 1.34 4.35 1.32  C33 1.097
27 H -0.90 3.44 -2.36  N71 1.022
28 C 3.31 1.89 0.81  H9 1.083, C23 1.488, H66 1.090, H73 1.096
29 C -0.37 4.96 2.41  C33 1.490, O58 1.171, N83 1.565
30 O -0.36 0.30 -1.48  S16 1.480
31 H -2.28 1.11 -3.77  C52 1.092
32 C -4.98 0.56 1.07  H13 1.089, H20 1.083, H56 1.086, N82 1.499
33 C 0.79 5.28 1.54  H6 1.091, H26 1.097, C29 1.490, H60 1.087
34 O 0.04 2.75 -5.09  C81 1.177
35 C 2.40 -6.91 -2.56  H19 1.087, N22 1.521, H68 1.084, H78 1.085
36 C -4.49 -0.51 -1.16  C40 1.492, O41 1.175, N82 1.539
37 H -1.93 -3.55 2.10  C17 1.084
38 H -0.48 2.98 1.49  N83 1.047
39 H 5.33 -0.95 -0.39  C69 1.087
40 C -3.46 -1.55 -1.44  H3 1.093, C36 1.492, H57 1.084, H62 1.094
41 O -5.53 -0.35 -1.68  C36 1.175
42 H 1.35 3.65 -1.73  C50 1.082
43 H -0.49 -1.58 1.58  N44 1.050
44 N -0.64 -1.98 2.54  C17 1.508, H43 1.050, C61 1.512, H65 1.024
45 O -1.45 0.02 0.65  S16 1.493
46 H -2.18 -2.80 3.75  C17 1.084
47 H -3.05 0.39 0.18  N82 1.062
48 H -2.69 -1.92 2.30  C17 1.084
49 H 2.55 -0.63 0.67  N70 1.063
50 C 1.18 3.18 -2.69  H42 1.082, H63 1.084, N71 1.499, H72 1.087
51 C -1.62 2.98 3.31  H2 1.089, H5 1.087, H25 1.082, N83 1.500
52 C -2.09 2.00 -4.36  H14 1.095, H31 1.092, H77 1.089, C81 1.493
53 C 1.08 -0.73 3.98  H4 1.090, H21 1.091, C61 1.501, H74 1.089
54 O 1.88 -4.25 -3.82  C80 1.174
55 H 3.77 -5.32 -2.57  N22 1.029
56 H -6.00 0.53 0.70  C32 1.086
57 H -3.86 -2.33 -2.08  C40 1.084
58 O -0.86 5.62 3.25  C29 1.171
59 H 3.78 -1.33 1.58  N70 1.020
60 H 1.51 5.93 2.03  C33 1.087
61 C -0.35 -0.94 3.60  O10 1.181, N44 1.512, C53 1.501
62 H -3.14 -1.93 -0.46  C40 1.094
63 H 1.75 2.29 -2.91  C50 1.084
64 O 0.25 1.74 0.41  S16 1.479
65 H 0.16 -2.61 2.61  N44 1.024
66 H 2.90 1.71 -0.18  C28 1.090
67 H 3.02 -5.46 -1.14  N22 1.021
68 H 3.22 -7.59 -2.36  C35 1.084
69 C 4.25 -1.09 -0.43  H1 1.087, H15 1.086, H39 1.087, N70 1.492
70 N 3.60 -0.65 0.84  C23 1.524, H49 1.063, H59 1.020, C69 1.492
71 N -0.26 2.76 -2.78  H24 1.057, H27 1.022, C50 1.499, C81 1.527
72 H 1.35 3.90 -3.48  C50 1.087
73 H 2.44 1.95 1.48  C28 1.096
74 H 1.42 0.25 3.64  C53 1.089
75 C 0.98 -3.77 -1.66  H8 1.090, H11 1.090, H76 1.092, C80 1.514
76 H 1.16 -2.69 -1.67  C75 1.092
77 H -2.26 1.70 -5.40  C52 1.089
78 H 2.12 -6.86 -3.61  C35 1.085
79 O 5.19 0.74 1.75  C23 1.178
80 C 1.91 -4.43 -2.66  N22 1.531, O54 1.174, C75 1.514
81 C -0.72 2.57 -4.22  O34 1.177, C52 1.493, N71 1.527
82 N -4.06 0.53 -0.11  H18 1.022, C32 1.499, C36 1.539, H47 1.062
83 N -1.09 3.62 2.06  H12 1.022, C29 1.565, H38 1.047, C51 1.500

***

No. 2
The following is a DFT calculation (ωB97M-V with the def2-TZVPD basis set) of a cluster of 3 separate species, CH8N2O2 in total at a distorted geometry.

Properties
Lowest unoccupied orbital energy = 0.45 eV
Frontier orbital gap = 9.9 eV
SMILES = [H]/N=C/N.O.O
Total energy = -8240.418 eV
Net charge = 0
Energy above the lowest of the compared OMol25 structures with the same formula, charge and spin = 42.4 kcal per mole
2S+1 = 1

Last columns: bonded neighbours and bond lengths (Å).
CARTESIAN COORDINATES (ANGSTROEM)
1 N 2.35 1.15 -1.64  H2 1.020, C7 1.317
2 H 2.62 2.11 -1.45  N1 1.020
3 H 0.30 -0.81 -0.21  N13 1.023
4 O -1.49 1.01 1.46  H5 0.997, H10 0.987
5 H -1.55 0.21 0.88  O4 0.997
6 H 0.49 1.97 -1.07  C7 1.146
7 C 1.13 1.03 -1.15  N1 1.317, H6 1.146, N13 1.367
8 H -1.17 -2.57 1.00  O9 0.940
9 O -0.45 -2.31 1.55  H8 0.940, H11 0.951
10 H -2.27 1.40 0.99  O4 0.987
11 H -0.74 -2.36 2.46  O9 0.951
12 H 0.32 -0.68 -1.85  N13 1.037
13 N 0.46 -0.15 -0.97  H3 1.023, C7 1.367, H12 1.037

***

No. 3
The following is a DFT calculation (ωB97M-V with the def2-TZVPD basis set) of a cluster of 7 separate species, C39H40BrF6O2PSi in total.

Properties
Lowest unoccupied orbital energy = 0.44 eV
Frontier orbital gap = 8.8 eV
SMILES = CC[C@@H](Br)[SiH2]P(O)O.Fc1ccccc1.Fc1ccccc1.Fc1ccccc1.Fc1ccccc1.Fc1ccccc1.Fc1ccccc1
Total energy = -148701.052 eV
Net charge = 0
2S+1 = 1

Last columns: bonded neighbours and bond lengths (Å).
CARTESIAN COORDINATES (ANGSTROEM)
1 H 8.28 2.65 -1.84  C42 1.082
2 H 7.89 0.28 -2.43  C10 1.083
3 O 1.43 3.61 2.77  P68 1.656, H85 0.960
4 F -10.11 1.77 1.59  C86 1.352
5 C 7.63 -4.34 -0.64  H17 1.082, C69 1.388, C88 1.388
6 F 9.15 -1.95 -2.88  C20 1.352
7 C -11.30 -4.37 1.04  C34 1.388, H48 1.082, C79 1.388
8 H 5.85 -0.88 -1.63  C77 1.082
9 C 7.41 -3.48 -3.28  C20 1.380, C25 1.388, H41 1.081
10 C 7.17 0.81 -1.83  H2 1.083, C42 1.389, C77 1.387
11 H -1.47 3.65 -0.48  C73 1.095
12 H 5.06 -2.19 5.09  C53 1.082
13 Br -2.94 0.59 1.29  C50 1.966
14 H -1.38 4.70 -3.68  C19 1.081
15 H 0.45 0.70 -0.18  Si57 1.478
16 C -9.24 1.14 3.68  H64 1.081, C74 1.389, C86 1.380
17 H 7.71 -4.66 0.39  C5 1.082
18 C 6.46 2.82 -0.71  C42 1.389, C61 1.389, H63 1.083
19 C -0.54 4.88 -4.34  H14 1.081, C31 1.388, C46 1.379
20 C 8.35 -2.94 -2.42  F6 1.352, C9 1.380, C69 1.380
21 C 5.13 0.85 -0.61  C61 1.381, F70 1.352, C77 1.380
22 H -1.72 5.59 -5.98  C31 1.082
23 H -9.04 -1.36 1.91  C87 1.081
24 H -8.28 0.49 5.48  C74 1.082
25 C 6.58 -4.48 -2.80  C9 1.388, H43 1.082, C88 1.388
26 C 6.48 -4.53 3.14  C39 1.380, C52 1.380, F58 1.353
27 H -11.46 -1.01 1.42  C59 1.083
28 H -12.90 -2.94 0.87  C79 1.082
29 C 1.85 4.82 -4.72  C46 1.379, C60 1.388, H81 1.081
30 H 4.57 2.67 0.35  C61 1.082
31 C -0.72 5.37 -5.63  C19 1.388, H22 1.082, C90 1.388
32 H 2.51 5.49 -6.64  C60 1.082
33 C -6.94 0.42 3.81  H49 1.082, C65 1.389, C74 1.388
34 C -9.95 -4.57 1.31  C7 1.388, C35 1.381, H83 1.081
35 C -9.18 -3.47 1.61  C34 1.381, F45 1.350, C87 1.380
36 H 0.22 5.98 -7.45  C90 1.081
37 H -5.84 0.44 1.97  C65 1.082
38 H -1.29 2.37 -2.39  C54 1.091
39 C 6.37 -3.60 4.15  C26 1.380, C53 1.388, H66 1.081
40 H 1.45 4.44 -0.41  O55 0.967
41 H 7.35 -3.12 -4.30  C9 1.081
42 C 7.39 2.14 -1.49  H1 1.082, C10 1.389, C18 1.389
43 H 5.84 -4.91 -3.46  C25 1.082
44 H -3.13 3.10 -0.32  C73 1.093
45 F -7.87 -3.65 1.88  C35 1.350
46 C 0.74 4.61 -3.92  C19 1.379, C29 1.379, F78 1.356
47 C 4.24 -4.13 2.44  C52 1.388, C82 1.388, H84 1.082
48 H -11.93 -5.22 0.80  C7 1.082
49 H -6.11 0.05 4.39  C33 1.082
50 C -1.71 2.09 0.91  Br13 1.966, Si57 1.894, H67 1.091, C73 1.526
51 C -7.85 1.11 1.69  H62 1.081, C65 1.388, C86 1.381
52 C 5.44 -4.81 2.28  C26 1.380, C47 1.388, H75 1.081
53 C 5.17 -2.93 4.31  H12 1.082, C39 1.388, C82 1.388
54 C -1.94 1.88 -1.66  H38 1.091, H56 1.089, C73 1.536, H89 1.090
55 O 0.99 4.35 0.44  H40 0.967, P68 1.666
56 H -1.52 0.90 -1.43  C54 1.089
57 Si 0.06 1.45 1.04  H15 1.478, C50 1.894, P68 2.298, H71 1.485
58 F 7.65 -5.18 2.97  C26 1.353
59 C -11.04 -2.01 1.39  H27 1.083, C79 1.388, C87 1.388
60 C 1.65 5.32 -6.00  C29 1.388, H32 1.082, C90 1.389
61 C 5.31 2.18 -0.26  C18 1.389, C21 1.381, H30 1.082
62 H -7.77 1.28 0.63  C51 1.081
63 H 6.62 3.86 -0.45  C18 1.083
64 H -10.20 1.34 4.13  C16 1.081
65 C -6.79 0.64 2.45  C33 1.389, H37 1.082, C51 1.388
66 H 7.22 -3.41 4.80  C39 1.081
67 H -1.88 2.79 1.73  C50 1.091
68 P 1.69 3.05 1.23  O3 1.656, O55 1.666, Si57 2.298
69 C 8.48 -3.34 -1.11  C5 1.388, C20 1.380, H80 1.081
70 F 4.02 0.21 -0.18  C21 1.352
71 H 0.21 0.57 2.23  Si57 1.485
72 H 6.02 -5.67 -1.11  C88 1.082
73 C -2.09 2.76 -0.40  H11 1.095, H44 1.093, C50 1.526, C54 1.536
74 C -8.16 0.67 4.42  C16 1.389, H24 1.082, C33 1.388
75 H 5.57 -5.55 1.50  C52 1.081
76 H 3.17 -2.65 3.57  C82 1.082
77 C 6.04 0.15 -1.39  H8 1.082, C10 1.387, C21 1.380
78 F 0.93 4.13 -2.67  C46 1.356
79 C -11.85 -3.09 1.08  C7 1.388, H28 1.082, C59 1.388
80 H 9.22 -2.88 -0.47  C69 1.081
81 H 2.84 4.60 -4.34  C29 1.081
82 C 4.10 -3.18 3.45  C47 1.388, C53 1.388, H76 1.082
83 H -9.50 -5.55 1.28  C34 1.081
84 H 3.42 -4.33 1.77  C47 1.082
85 H 0.89 3.04 3.32  O3 0.960
86 C -9.06 1.34 2.33  F4 1.352, C16 1.380, C51 1.381
87 C -9.69 -2.18 1.66  H23 1.081, C35 1.380, C59 1.388
88 C 6.68 -4.90 -1.48  C5 1.388, C25 1.388, H72 1.082
89 H -2.91 1.72 -2.14  C54 1.090
90 C 0.37 5.60 -6.45  C31 1.388, H36 1.081, C60 1.389